No. 1
119
Properties=species:S:1:pos:R:3:mulliken_charge:R:1 method="wB97M-V/def2-TZVPD" homo_energy_ha=-0.31557 e_above_lowest_ev=16.048 gap_ev=8.57 smiles="C[N+](=O)[O-].COCCOC.COCCOC.COCCOC.COCCOC.COCCOC.COCCOC.COCCOC" e_tot_ha=-2406.31988
H 19.6981 16.7862 -18.5998 -0.32
H 23.3657 17.9555 -14.2868 0.74
H 19.4873 18.1503 -19.5855 0.16
O 19.9819 16.7200 -21.9363 -0.24
H 19.5675 18.0415 -13.8553 -0.95
H 17.2432 14.9713 -11.2503 0.35
H 19.4244 22.1383 -18.0718 0.51
H 22.7966 15.6899 -15.0782 0.41
C 23.6653 19.9518 -13.7485 -0.10
C 18.8891 19.3179 -17.0917 0.34
H 18.0966 16.7906 -17.4069 0.43
C 13.9854 20.3815 -13.4636 -0.44
C 14.5766 19.8103 -15.8113 -0.70
H 14.8269 21.0438 -13.2604 0.12
C 17.7870 22.3628 -22.9960 -0.78
H 22.4163 21.3345 -16.4172 1.23
H 19.3539 15.2032 -15.8160 0.61
O 21.8160 24.8060 -16.1732 -0.66
H 19.7919 19.0868 -12.5601 0.53
H 20.3491 16.1911 -23.9106 0.27
H 17.2265 21.6357 -22.4084 0.27
H 18.6570 20.2977 -15.0186 0.89
C 25.6469 22.1208 -14.9794 -0.41
H 24.6220 22.4655 -14.8415 0.11
C 16.1466 20.1389 -15.6688 0.24
H 21.7340 22.0036 -12.2795 0.38
O 17.0946 15.2082 -13.6004 -0.36
H 14.3701 18.7457 -15.7018 0.33
H 26.1855 22.5744 -14.1474 0.29
C 22.1687 16.1527 -14.3168 -1.60
H 17.5992 16.5156 -15.8020 -0.09
H 21.3430 23.7611 -14.0353 0.38
O 21.6198 18.3791 -13.3071 -0.52
C 21.7356 23.0329 -14.7451 -0.98
H 17.9668 19.8756 -17.2543 1.22
H 18.6032 16.5762 -13.3987 -0.37
H 17.3596 19.1704 -10.9923 0.35
O 22.7355 21.0779 -13.7277 -0.22
C 17.9627 18.2792 -11.1654 -0.78
H 19.2346 21.4316 -20.5592 0.21
C 24.5421 19.9365 -15.0428 -0.12
H 17.6650 13.5748 -14.7096 0.40
H 16.5547 21.1224 -15.9016 0.38
C 17.2303 14.5663 -14.8361 0.07
C 22.3060 17.7165 -14.3757 0.72
H 19.0211 14.8799 -13.0505 0.46
H 21.9005 17.5974 -17.4055 0.16
H 20.2466 15.3031 -20.3948 0.46
C 17.8470 15.8573 -11.4463 -0.96
O 17.1452 17.0704 -11.1921 -0.38
H 18.8340 15.8002 -10.9872 0.40
H 18.6783 23.1316 -20.2406 0.24
N 21.9199 23.6242 -16.0935 1.25
H 14.1690 19.3151 -13.3326 0.23
C 22.3730 20.3061 -16.0586 -0.08
H 17.4981 23.3012 -22.5227 0.34
C 20.0117 20.1725 -16.5860 -1.34
H 23.9251 20.3238 -15.8536 0.21
H 20.9537 20.5432 -12.7127 0.25
H 19.7090 23.9431 -22.1868 0.36
H 20.5641 20.8890 -18.6611 0.25
C 20.0546 17.2210 -19.5336 0.52
H 20.5480 14.8428 -22.7091 0.29
H 23.0577 18.1237 -18.5587 0.30
H 19.7123 20.4884 -15.5867 -1.07
H 13.1604 20.7269 -12.8406 0.31
O 25.7431 20.6769 -14.9040 -0.51
O 22.3242 22.8875 -16.9504 -0.58
C 21.9832 18.0226 -18.4057 -0.01
H 20.2461 19.6514 -14.1646 0.93
H 22.4477 20.5216 -11.6690 0.40
H 19.9918 16.9030 -15.8040 -0.41
H 22.2279 20.3163 -14.9784 -0.62
H 20.1822 21.0181 -17.2523 0.55
O 21.2721 19.5478 -16.5853 1.93
H 18.2193 18.4274 -12.2144 0.61
C 17.6785 17.3097 -16.5444 -1.35
H 21.1423 22.2105 -17.6966 0.24
H 16.6907 17.6652 -16.8377 0.36
H 20.9529 22.6570 -22.0461 0.37
H 19.0047 15.5986 -23.2895 0.34
H 16.3328 14.4847 -15.4492 0.25
H 20.9440 15.6052 -16.4785 0.44
C 19.8875 22.8835 -22.0040 -0.63
C 20.4211 21.9529 -18.4722 -1.17
O 20.6649 22.6806 -19.6727 -0.48
O 13.7271 20.5565 -14.9031 -0.45
H 17.3536 22.4196 -23.9945 0.30
H 21.9329 18.1851 -15.2864 -0.81
H 16.6529 19.5157 -16.4060 -0.35
O 16.6732 19.7309 -14.4497 -0.42
H 22.7092 22.5899 -14.5354 0.27
C 19.5101 22.4855 -20.5212 -0.10
C 18.2603 15.6517 -12.9340 0.53
C 21.9425 20.9630 -12.5281 -1.11
H 24.2254 20.0042 -12.8148 0.68
H 18.8579 18.2461 -10.5444 0.36
H 21.0302 22.2067 -14.8341 0.14
O 20.8054 15.6420 -14.4174 -0.40
O 18.5205 18.3494 -16.1028 1.26
C 20.2703 18.7923 -13.4942 -0.15
H 17.9926 15.0969 -15.4065 -0.47
H 24.8468 18.9597 -15.4183 0.41
H 18.2839 18.5831 -14.7758 0.54
C 19.7471 16.2388 -20.6458 -1.13
H 23.1854 19.6130 -16.2770 -0.52
H 14.1979 20.1342 -16.7807 0.36
H 26.1336 22.3984 -15.9143 0.29
H 21.4981 18.9984 -18.3824 -0.16
C 20.0292 15.7685 -22.9582 -0.83
H 18.4543 19.6279 -13.3550 0.92
O 19.1738 22.1346 -22.9681 -0.41
H 19.1585 18.8438 -18.0355 -1.93
H 18.6785 16.0322 -20.5872 0.40
C 20.2268 15.8444 -15.6933 -0.69
H 22.5911 15.7102 -13.4147 0.40
C 18.1169 19.5890 -14.3907 -1.60
O 21.4389 17.3890 -19.5289 -0.47
H 23.1363 19.0035 -13.6551 -0.02

---

No. 2
131
Properties=species:S:1:pos:R:3:mulliken_charge:R:1 method="wB97M-V/def2-TZVPD" homo_energy_ha=-0.35407 e_above_lowest_ev=5.607 gap_ev=9.51 smiles="C[N+](=O)[O-].C[N+](=O)[O-].C[N+](=O)[O-].C[N+](=O)[O-].C[N+](=O)[O-].COCCOC.COCCOC.COCCOC.COCCOC.COCCOC.COCCOC" e_tot_ha=-3078.03846
H 4.0813 5.1302 -0.9216 0.25
H -2.8405 9.1947 -3.5515 0.28
H -7.2236 -3.6258 6.5793 0.26
H -7.2987 -1.8658 5.9889 0.28
H -0.6520 -0.7827 -9.8335 0.30
H 4.0059 -0.5191 2.3263 0.31
H 2.2413 -2.9640 -2.5964 0.29
O -1.3330 7.2651 -2.6802 -0.46
H -8.4263 8.5255 -1.7475 0.25
O 6.3048 4.7331 0.5558 -0.54
H 10.2462 1.3111 4.7491 0.30
C 9.6061 2.0615 5.2129 -0.70
C -2.4696 8.4420 -4.2471 -0.67
H -7.8203 -7.2373 -3.5613 0.32
H -2.3169 -0.1371 -9.5465 0.24
C 0.1964 1.9040 -12.4852 -0.38
H -6.3501 -6.8559 -4.5056 0.40
O 13.6765 -3.5189 9.9579 -0.34
H -6.5502 3.4703 -2.1431 0.34
H 15.0980 -4.9233 9.2775 0.28
C -5.4714 -2.5382 6.8035 -0.62
C 0.0582 -0.5246 1.7883 -0.45
H -4.0634 -4.2781 4.3390 0.26
H -0.9742 0.6634 -8.7100 0.29
C -7.0872 4.2476 -2.6868 -0.59
H -9.2804 -2.9314 7.3433 0.33
H -0.5710 0.3873 -0.9899 0.24
H -6.9763 -5.5268 0.7577 0.26
H 2.1788 1.6910 -14.5078 0.31
H -0.4175 5.3395 3.0640 0.32
H 4.5262 3.6230 -1.8205 0.31
H 14.0709 -2.7855 7.9460 0.37
O -7.4566 -2.0440 7.9408 -0.32
O -0.6617 7.6820 2.6715 -0.51
H 1.4901 -0.9872 3.5688 0.43
H -3.1300 7.6126 -4.5002 0.27
H -6.1145 -9.2712 -4.7553 0.31
C -6.7286 -5.2610 -0.2700 -0.74
O -6.4218 4.3825 -3.9714 -0.30
H -9.2049 -2.2291 8.8830 0.27
C 13.2884 -2.9422 8.6885 -0.47
H 11.7284 -3.2430 7.1596 0.40
H -5.3609 -6.0968 -2.4628 0.27
C 4.8903 4.5302 -1.3382 -0.67
H -5.1036 -3.1923 7.5940 0.35
N 0.4308 7.1733 2.5929 0.86
C 12.0023 -3.6423 8.1361 -0.48
C -4.4990 -4.1275 5.3268 -0.70
H 9.6297 -4.7647 7.8778 0.32
C 1.7493 2.6391 -14.1840 -0.76
C -6.4449 -5.9862 -2.4934 -0.53
C 14.1834 -4.8275 9.8626 -0.63
H 9.3370 -3.1187 7.9808 0.30
H -7.4851 5.0131 -0.8065 0.29
C -6.3770 -9.5302 -3.7295 -0.74
H -7.4168 -9.8516 -3.6701 0.28
H -0.6314 -0.1265 2.5327 0.34
C 3.6186 -1.5277 2.1819 -0.76
O 11.6393 2.7978 6.2024 -0.50
H 8.8771 1.7142 5.9451 0.27
O -0.2743 -3.7594 -3.6389 -0.51
H -1.1192 1.8936 -0.1015 0.20
O -0.2188 7.9023 -4.4956 -0.50
H -6.9581 7.7865 -0.9508 0.28
H 12.9945 -1.9412 9.0043 0.25
H 1.5983 -4.5084 -2.1120 0.29
H 1.4898 5.5832 3.1343 0.32
C 9.6602 -3.9524 8.6041 -0.76
N 0.8742 -3.9104 -4.0070 0.85
H -5.6962 -4.9260 -0.3698 0.31
H -8.0814 3.8208 -2.8193 0.39
H 13.3744 -5.4778 9.5299 0.24
O 1.1614 -4.1171 -5.1818 -0.52
H 1.9651 0.2110 2.6030 0.32
C -6.7355 -7.1370 -3.5255 -0.54
N 5.8147 4.0206 -0.2479 0.91
C 1.4155 -0.7259 2.5132 -0.59
O -7.9529 6.4796 -2.1883 -0.34
C -6.9878 -2.5762 6.7549 -0.24
O -1.1976 0.8616 -10.7954 -0.33
H 0.0769 1.0699 -13.1767 0.33
H -1.8056 0.3869 0.3455 0.35
H 0.5931 5.2777 1.6504 0.28
C -8.8228 -2.0947 7.8711 -0.78
O 1.4519 7.8993 2.6916 -0.52
O 5.8126 2.8515 -0.1459 -0.55
H 0.1335 2.3583 -10.3301 0.29
O 10.9185 -3.6014 9.1048 -0.28
H 4.2826 -1.9279 1.4157 0.24
O 10.0709 4.2843 5.7984 -0.50
H -6.1284 3.5677 -5.7333 0.26
H 8.9486 -4.1791 9.3980 0.25
C 0.0419 1.4961 -10.9906 -0.43
H -6.0297 2.4312 -4.4620 0.31
H -3.6875 -4.3889 6.0059 0.30
H -6.0543 5.7970 -1.7133 0.32
H -9.1318 -1.1790 7.3671 0.30
C -6.6070 3.2945 -4.7929 -0.78
H 14.5608 -5.0986 10.8486 0.26
C -0.8896 0.8295 -0.0459 -0.70
H -2.2541 8.9962 -5.1607 0.31
N 10.5225 3.1247 5.8513 0.82
H -8.7381 7.4207 -0.5379 0.25
H 2.6859 -4.4932 -3.4516 0.32
C -1.2532 0.0953 -9.5974 -0.68
N -1.2444 7.8015 -3.7803 0.78
H -5.1916 -1.5443 7.1526 0.34
H -7.4992 -4.4969 -0.3724 0.28
H -0.6308 2.5898 -12.6681 0.27
C 0.5213 5.7071 2.6497 -0.76
H 2.5167 3.3892 -14.3752 0.26
H -5.6377 -10.3030 -3.5190 0.26
H -6.6191 -4.9556 -2.8027 0.46
H -0.3384 -1.4472 1.3645 0.36
O -6.1695 -8.3532 -2.9573 -0.29
H 5.6277 5.0456 -1.9537 0.28
O 0.1875 0.5357 0.8169 -0.32
H 12.1550 -4.7166 8.0327 0.29
H 9.0643 2.5070 4.3785 0.30
O 2.2887 -1.6523 1.7618 -0.28
O 1.5020 2.4539 -12.7937 -0.35
C -7.0711 5.4050 -1.7356 -0.35
H -7.6288 3.1757 -5.1533 0.33
H -5.3141 -4.8433 5.4334 0.28
O -6.9252 -6.3186 -1.1688 -0.31
C 1.8865 -3.9195 -2.9827 -0.73
H 3.7640 -2.1007 3.0977 0.31
H 0.9234 0.8773 -10.8229 0.32
C -7.9827 7.6399 -1.2925 -0.65
H 0.9053 2.8100 -14.8522 0.32
O -4.9100 -2.7822 5.5036 -0.32